DFT (ωB97M-V/def2-TZVPD) results for a structure of composition C35H87N6O16V.

```
145
Properties=species:S:1:pos:R:3:lowdin_charge:R:1
O 2.2727 0.8295 -1.4928 -0.314
V 2.0536 -0.6903 -2.0060 0.916
O 0.5570 -0.9399 -1.5172 -0.296
O 2.9053 -1.2251 -5.8655 0.162
C 2.7081 -0.7275 -4.6654 -0.880
O 3.5794 -0.7562 -3.8036 -0.005
O 1.6013 -0.3588 -4.3138 0.002
H 2.0640 -0.9823 -6.2589 0.125
C 6.9376 -3.5993 1.3173 -0.111
O 5.8748 -3.1726 0.4933 -0.218
C 5.8198 -1.7662 0.0953 -0.132
C 4.6281 -1.4534 -0.9134 -0.166
N 3.2761 -1.6132 -0.4022 -0.069
C 2.8577 -3.0313 -0.5461 -0.127
C 2.7060 -3.5815 -2.0156 -0.152
O 1.7227 -2.8469 -2.7079 -0.292
C 1.1775 -3.4341 -3.8729 -0.051
H 6.9157 -2.9465 2.1899 0.076
H 7.9168 -3.6209 0.8390 0.087
H 6.7979 -4.6068 1.7091 0.089
H 6.7403 -1.4327 -0.3837 0.121
H 5.7794 -1.1439 0.9892 0.098
H 4.8156 -2.0020 -1.8365 0.112
H 4.8917 -0.4437 -1.2283 0.120
H 3.3371 -1.5379 0.6032 0.086
H 1.9318 -3.0387 0.0291 0.131
H 3.5633 -3.6075 0.0524 0.110
H 2.2923 -4.5894 -2.0494 0.129
H 3.6860 -3.6370 -2.4896 0.127
H 1.9123 -3.7481 -4.6143 0.103
H 0.5045 -2.7363 -4.3711 0.099
H 0.6067 -4.2994 -3.5360 0.101
C -2.0202 -1.3308 0.7180 -0.117
O -2.7276 -2.4949 1.0503 -0.196
C -4.1742 -2.4334 1.2051 -0.192
C -4.6944 -3.8938 1.1195 -0.185
N -4.3765 -4.6482 2.3934 -0.067
C -5.0215 -5.9738 2.4756 -0.204
C -4.0508 -7.0132 1.9359 -0.201
O -2.6805 -6.9694 2.5060 -0.216
C -1.7677 -7.9143 1.8760 -0.090
H -2.1403 -0.4738 1.3807 0.082
H -2.4394 -0.9750 -0.2232 0.076
H -0.9625 -1.5730 0.6145 0.075
H -4.7089 -2.0657 0.3293 0.106
H -4.5284 -1.8888 2.0803 0.119
H -4.2092 -4.3149 0.2390 0.110
H -5.7830 -3.8728 1.0691 0.110
H -3.3841 -4.6486 2.5813 0.095
H -5.9913 -6.0410 1.9827 0.120
H -5.0854 -6.0363 3.5619 0.109
H -4.0307 -6.8581 0.8572 0.110
H -4.4244 -8.0131 2.1566 0.112
H -1.9249 -7.7855 0.8051 0.076
H -2.0174 -8.9346 2.1671 0.078
H -0.7203 -7.7171 2.1047 0.081
C -1.6146 0.5092 -3.7446 -0.104
O -2.7332 1.3430 -3.9166 -0.210
C -3.2028 1.4951 -5.2330 -0.191
C -4.2878 2.6437 -5.1924 -0.203
N -5.2766 2.5398 -4.1616 -0.071
C -5.8630 3.7879 -3.7741 -0.209
C -6.9466 3.5469 -2.7342 -0.228
O -6.4605 3.2754 -1.4690 -0.247
C -7.1797 2.3819 -0.6379 -0.071
H -0.7343 0.9850 -4.1767 0.080
H -1.6389 -0.4701 -4.2225 0.089
H -1.3512 0.4627 -2.6879 0.063
H -3.5598 0.5376 -5.6124 0.118
H -2.4094 1.9269 -5.8430 0.115
H -4.8038 2.8147 -6.1372 0.113
H -3.6764 3.5345 -5.0486 0.107
H -4.8451 2.1322 -3.3445 0.094
H -6.3396 4.2590 -4.6337 0.127
H -5.0694 4.3660 -3.3007 0.108
H -7.6915 2.8553 -3.1277 0.126
H -7.4686 4.4852 -2.5465 0.117
H -6.7840 2.2476 0.3688 0.088
H -7.1647 1.3860 -1.0808 0.090
H -8.1916 2.7541 -0.4778 0.087
C 0.2637 0.6119 3.9808 -0.069
O 0.4907 0.3207 2.5875 -0.208
C 1.7354 0.6564 2.0141 -0.189
C 2.9805 0.0737 2.7268 -0.206
N 2.9229 -1.3678 2.7422 -0.040
C 4.0675 -1.9475 3.4983 -0.207
C 3.8874 -3.4013 3.4751 -0.206
O 2.5659 -3.8648 3.9024 -0.190
C 2.3352 -3.9544 5.3074 -0.100
H 0.7420 1.5712 4.1785 0.089
H 0.7862 -0.1650 4.5388 0.068
H -0.7634 0.5484 4.3401 0.090
H 1.7394 1.7464 2.0241 0.114
H 1.7190 0.2294 1.0114 0.100
H 3.0898 0.4084 3.7584 0.110
H 3.8715 0.4203 2.2031 0.097
H 2.0403 -1.7221 3.0821 0.112
H 4.2655 -1.5051 4.4746 0.123
H 4.9842 -1.7353 2.9481 0.096
H 4.7289 -3.7396 4.0797 0.123
H 3.9082 -3.7700 2.4496 0.114
H 3.2325 -4.3251 5.8028 0.082
H 1.5121 -4.5629 5.6822 0.086
H 2.1156 -2.9505 5.6707 0.077
C -6.5161 6.9812 -0.5174 -0.094
O -5.7109 5.8094 -0.2533 -0.170
C -4.3502 6.1323 -0.4478 -0.254
C -3.4718 4.9526 -0.2665 -0.238
N -3.8290 3.8428 -1.1100 -0.049
C -3.3009 2.6170 -0.5350 -0.175
C -1.7370 2.4916 -0.5845 -0.180
O -1.0601 3.2584 0.4171 -0.190
C 0.2671 3.4461 0.0353 -0.124
H -6.3569 7.4130 -1.5055 0.085
H -6.4430 7.7258 0.2752 0.083
H -7.5704 6.7048 -0.5321 0.079
H -3.9665 6.8824 0.2437 0.122
H -4.1584 6.5746 -1.4254 0.121
H -3.4034 4.7049 0.7928 0.121
H -2.4721 5.2866 -0.5443 0.121
H -4.8389 3.8552 -1.1178 0.050
H -3.6871 1.7718 -1.1047 0.106
H -3.8066 2.6408 0.4303 0.116
H -1.4393 2.8098 -1.5836 0.117
H -1.5945 1.4122 -0.5325 0.096
H 0.8037 2.5005 0.1111 0.062
H 0.5235 4.1704 0.8084 0.096
H 0.3754 3.8430 -0.9741 0.092
C 7.5449 2.4790 1.0396 -0.055
C 6.6602 3.6046 1.6275 -0.443
C 5.2625 3.0275 1.9493 -0.179
O 4.5790 2.4925 0.7667 -0.211
C 4.1963 3.5471 -0.1369 -0.092
N 7.2763 4.0234 2.8299 0.015
H 8.5975 2.7618 1.0442 0.069
H 7.4104 2.4620 -0.0419 0.069
H 7.3283 1.5213 1.5128 0.076
H 6.5057 4.4519 0.9594 0.130
H 4.6240 3.7754 2.4195 0.119
H 5.3237 2.2333 2.6933 0.109
H 5.0218 4.0408 -0.6496 0.075
H 3.6498 4.3415 0.3715 0.090
H 3.6773 3.0419 -0.9515 0.076
H 7.3291 3.3704 3.5986 0.075
H 8.2594 4.2322 2.7301 0.070
```

Results
Calculated total energy (eV): -105085.3785
2S+1: 1
Energy above the lowest of the compared OMol25 structures with the same formula, charge and spin (kJ/mol): 362.2
Highest occupied orbital energy (eV): -7.7
Maximum force (eV/Å): 4.33
HOMO-LUMO gap (eV): 7.929
LUMO energy (eV): 0.2106